1.
ORCA calculation (ωB97M-V/def2-TZVPD) on a molecular structure, C40H57AsBrN6O3S4Si3V at a distorted geometry.

```
! wB97M-V def2-TZVPD RIJCOSX def2/J DEFGRID3
* xyz -1 4
V 0.8573 0.6693 0.0412
C 6.4126 1.2057 2.3653
C 6.2352 0.1154 1.3189
N 5.1843 -0.8249 1.6855
C 5.6197 -1.9754 2.4777
C 5.9059 -3.1906 1.6084
C 3.8993 -0.6992 1.2858
S 3.5027 0.6406 0.2563
N 3.1051 -1.6920 1.7396
C 1.8112 -1.7370 1.5064
O 1.1355 -0.7253 1.1467
C 1.0761 -3.0176 1.6172
C -0.2991 -3.0488 1.3983
C -0.9820 -4.2537 1.4211
C -0.3013 -5.4368 1.6798
C 1.0664 -5.4063 1.9194
C 1.7538 -4.2037 1.8873
H 7.1702 1.9237 2.0478
H 6.7158 0.7904 3.3288
H 5.4722 1.7406 2.5027
H 7.1550 -0.4614 1.1962
H 5.9914 0.5598 0.3578
H 4.8535 -2.2111 3.2118
H 6.5186 -1.6687 3.0154
H 5.0062 -3.4774 1.0652
H 6.2274 -4.0351 2.2207
H 6.6910 -2.9770 0.8805
H -0.8321 -2.1239 1.2189
H -2.0486 -4.2673 1.2340
H -0.8339 -6.3792 1.6940
H 1.6022 -6.3247 2.1243
H 2.8207 -4.1656 2.0628
Br 1.7987 -0.8147 -7.3993
C 1.3296 -0.8483 -5.5624
C 0.8716 -2.0317 -5.0074
C 0.5531 -2.0528 -3.6573
C 0.6758 -0.9019 -2.8929
C 1.1046 0.2850 -3.4678
C 1.4479 0.3074 -4.8145
C 1.2257 1.5710 -2.6952
O 1.8722 2.5074 -3.1051
O 0.5842 1.5999 -1.5398
H 0.7486 -2.9116 -5.6238
H 0.2011 -2.9701 -3.2023
H 0.4094 -0.9578 -1.8427
H 1.7910 1.2332 -5.2536
C 0.9187 5.4939 2.9870
Si 1.4686 4.3817 1.5885
C 1.4685 5.3949 0.0313
C 3.2479 3.9159 1.9305
As -0.0301 2.5367 1.4257
Si 0.0192 1.8071 3.6663
C -0.9135 2.9213 4.8606
C -0.5719 0.0482 3.8576
C 1.8305 1.8069 4.1136
Si -1.9115 3.6090 0.4334
C -2.4605 5.0354 1.5269
C -3.3810 2.5336 0.1276
C -1.3705 4.2453 -1.2328
H 1.6483 6.3023 3.0961
H 0.8576 4.9640 3.9387
H -0.0587 5.9390 2.7977
H 2.2699 6.1327 0.1380
H 0.5333 5.9264 -0.1299
H 1.6699 4.7909 -0.8565
H 3.8800 4.4764 1.2372
H 3.4622 2.8607 1.7736
H 3.5294 4.1789 2.9517
H -1.6039 3.5992 4.3586
H -0.2208 3.5332 5.4422
H -1.4910 2.3123 5.5596
H -1.4729 -0.0066 4.4708
H 0.2188 -0.5302 4.3427
H -0.7991 -0.4233 2.9022
H 2.2227 2.8052 4.3077
H 2.4345 1.3588 3.3197
H 1.9556 1.2026 5.0170
H -2.3032 4.8411 2.5888
H -3.5291 5.2078 1.3729
H -1.9308 5.9570 1.2760
H -3.8485 2.1416 1.0305
H -3.1411 1.7062 -0.5430
H -4.0881 3.1883 -0.3928
H -1.1739 5.3165 -1.2250
H -2.1823 4.0402 -1.9359
H -0.4867 3.7379 -1.6212
S -2.7422 -2.5320 -7.8045
C -2.8443 -1.6297 -6.3914
S -2.0693 -0.1057 -6.1784
C -2.5803 -0.0013 -4.5120
N -3.2998 -1.0359 -4.1559
N -3.4524 -1.9209 -5.2271
C -4.2170 -3.0845 -4.9350
C -5.0749 -3.6375 -5.8742
C -5.7989 -4.7762 -5.5482
C -5.6830 -5.3570 -4.2943
C -4.8462 -4.7762 -3.3498
C -4.1158 -3.6420 -3.6651
S -2.1098 1.3330 -3.5512
H -5.1691 -3.1809 -6.8468
H -6.4639 -5.2062 -6.2865
H -6.2336 -6.2582 -4.0563
H -4.7562 -5.2102 -2.3611
H -3.4635 -3.1741 -2.9451
C -2.4787 -1.1017 -0.6921
C -3.1764 -0.9595 0.6069
N -2.7741 -0.3383 1.6895
C -3.8052 -0.4687 2.5986
C -4.8339 -1.1734 2.0571
N -4.4169 -1.4924 0.7837
H -1.5116 -0.6142 -0.7204
H -3.0420 -0.6573 -1.5096
H -2.3288 -2.1598 -0.9215
H -3.7502 -0.0320 3.5825
H -5.7918 -1.4730 2.4432
H -4.9430 -1.9815 0.0796
*
```

Computed properties:
LUMO energy (spin up / spin down), eV: 1.85 / 1.70
Expectation value of S²: 3.763
E_HOMO (spin up / spin down), eV: -4.3 / -4.3
Kohn-Sham gap (spin up / spin down), hartree: 0.225 / 0.220
ΔE to the lowest compared entry with this formula, charge and spin, kcal/mol: 43.1
E, eV: -281039.14627
Max |F|, eV/A: 3.44

2.
ORCA calculation (ωB97M-V/def2-TZVPD) on a molecular structure, C40H58As3HfN3Si at a distorted geometry.

```
! wB97M-V def2-TZVPD RIJCOSX def2/J DEFGRID3
* xyz 2 1
Hf -0.3996 -1.0185 -0.3443
C -3.2204 0.0330 1.6607
C -3.0452 -1.4206 1.9379
C -4.0677 -2.1243 2.5633
C -3.9090 -3.4809 2.7682
C -2.7364 -4.0820 2.3432
C -1.7259 -3.3023 1.7837
N -1.8878 -1.9809 1.5728
C -0.4369 -3.8854 1.3742
C -0.1146 -5.2003 1.7104
C 1.0720 -5.7438 1.2574
C 1.9357 -4.9385 0.5396
C 1.5999 -3.6050 0.3032
N 0.4123 -3.0980 0.6847
C 2.5742 -2.6718 -0.2888
C 3.7723 -3.1307 -0.8344
C 4.7321 -2.2134 -1.2305
C 4.4523 -0.8703 -1.0850
C 3.2030 -0.4813 -0.5988
C 2.8786 0.9687 -0.5345
N 2.2770 -1.3577 -0.1978
H -2.5197 0.3571 0.8807
H -3.0444 0.5961 2.5787
H -4.2452 0.2302 1.3480
H -4.9626 -1.6073 2.8707
H -4.6798 -4.0611 3.2458
H -2.6258 -5.1455 2.4462
H -0.7685 -5.7917 2.3267
H 1.3239 -6.7684 1.4798
H 2.8709 -5.3370 0.1956
H 3.9793 -4.1799 -0.9554
H 5.6753 -2.5469 -1.6324
H 5.1832 -0.1214 -1.3447
H 3.7577 1.5388 -0.2420
H 2.0615 1.1516 0.1658
H 2.5730 1.3067 -1.5287
C 2.2029 0.4794 2.9038
As 0.3178 0.1813 2.3666
C -0.1368 -0.9114 3.9510
C -0.4526 1.8728 3.1524
C -0.5719 3.1996 2.3823
C -1.3965 4.1615 3.2454
C -1.3317 3.0793 1.0439
As -0.4985 2.0511 -0.4504
C 0.4993 3.4920 -1.3785
C -2.0082 2.1658 -1.6930
C 0.8155 3.7798 2.1140
As 2.1466 4.4401 3.5204
C 1.3753 6.2198 3.8503
C 1.6356 3.6919 5.2826
H 2.6272 1.3688 2.4390
H 2.8144 -0.3811 2.6274
H 2.2527 0.6103 3.9858
H 0.2204 -0.4325 4.8653
H 0.3402 -1.8889 3.8674
H -1.2112 -1.0668 4.0483
H 0.1780 2.0648 4.0254
H -1.4396 1.5915 3.5354
H -2.4260 3.8217 3.3382
H -1.3966 5.1475 2.7918
H -0.9795 4.2459 4.2411
H -1.5101 4.0889 0.6548
H -2.3167 2.6359 1.2263
H -0.1295 4.3800 -1.4707
H 0.7321 3.1334 -2.3825
H 1.4285 3.7548 -0.8761
H -2.4396 3.1687 -1.7143
H -2.7902 1.4374 -1.4824
H -1.5968 1.9535 -2.6809
H 0.7035 4.6609 1.4720
H 1.3650 3.0307 1.5198
H 1.2516 6.7655 2.9179
H 2.0629 6.7841 4.4774
H 0.4192 6.1637 4.3630
H 1.9013 2.6418 5.3907
H 0.5908 3.8353 5.5455
H 2.2305 4.2494 6.0067
C 0.5738 -0.4894 -2.2355
C 1.1429 -0.3341 -3.2999
C 1.8880 -0.1421 -4.4938
C 1.2726 0.1632 -5.7077
C 2.0470 0.3534 -6.8371
C 3.4272 0.2416 -6.7681
C 4.0419 -0.0701 -5.5653
C 3.2782 -0.2641 -4.4317
H 0.1958 0.2487 -5.7618
H 1.5765 0.5912 -7.7794
H 4.0261 0.3958 -7.6516
H 5.1159 -0.1614 -5.5108
H 3.7470 -0.5155 -3.4901
C -4.4968 -3.0363 -3.0641
Si -2.9604 -1.9033 -3.0391
C -1.5887 -2.5979 -4.1619
C -3.5469 -0.2036 -3.6786
C -2.3257 -1.8637 -1.2231
H -4.9225 -3.0626 -4.0613
H -5.2708 -2.6828 -2.3905
H -4.2637 -4.0571 -2.7817
H -1.9567 -2.6884 -5.1776
H -1.2734 -3.5885 -3.8461
H -0.7096 -1.9614 -4.1853
H -4.1238 -0.3543 -4.5851
H -2.7273 0.4596 -3.9297
H -4.2007 0.3072 -2.9782
H -2.1940 -2.9304 -0.9684
H -3.1961 -1.5396 -0.6400
*
```

Computed properties:
LUMO energy, eV: -6.24
E_HOMO, eV: -12.7
Kohn-Sham gap, hartree: 0.237
ΔE to the lowest compared entry with this formula, charge and spin, kcal/mol: 28.0
E, eV: -238579.63535
Max |F|, eV/A: 1.46